A cluster of 3 separate species, C15H31N2O7P2 in total. Source: the Open Molecules 2025 dataset; level of theory: the ωB97M-V functional and the def2-TZVPD basis.

The calculation puts the LUMO energy at -3.8 eV. Its HOMO energy is -11.065 eV. For the energy above the lowest of the compared OMol25 structures with the same formula, charge and spin, the calculation gives 0.0 kJ/mol.

```
! RIJCOSX wB97M-V def2-TZVPD def2/J DEFGRID3
* xyz 1 1
N -2.909 1.944 -3.029
P -2.222 1.572 -1.705
N -0.708 0.556 -1.946
O -0.930 -0.683 -2.562
C -1.655 -1.596 -1.699
O -2.646 -2.115 -2.124
C -1.107 -1.895 -0.325
C -1.822 -1.495 0.778
C -1.284 -1.750 2.017
C -0.071 -2.379 2.086
C 0.621 -2.797 0.981
C 0.101 -2.549 -0.266
P 0.531 1.425 -2.963
O 0.695 2.758 -2.397
H -3.849 1.557 -3.059
H -3.025 0.774 -0.854
H -1.765 2.654 -0.925
H -0.255 0.460 -1.014
H -2.770 -0.991 0.633
H -1.839 -1.438 2.894
H 0.360 -2.552 3.066
H 1.569 -3.320 1.027
H 0.593 -2.842 -1.186
H 0.116 1.368 -4.307
H 1.690 0.630 -2.815
C 5.015 3.207 -5.651
O 3.738 3.809 -5.514
C 3.393 4.079 -4.163
C 3.590 5.540 -3.815
O 4.960 5.900 -3.845
C 5.326 6.598 -5.026
H 5.292 3.246 -6.703
H 5.774 3.733 -5.069
H 4.975 2.157 -5.337
H 3.965 3.437 -3.483
H 2.334 3.832 -4.048
H 3.234 5.710 -2.794
H 3.005 6.175 -4.487
H 4.940 7.621 -4.995
H 4.958 6.096 -5.923
H 6.413 6.635 -5.068
C -3.615 -4.168 4.097
O -3.205 -3.069 4.898
C -3.933 -2.982 6.119
C -3.134 -3.521 7.287
O -2.920 -4.919 7.171
C -1.620 -5.247 6.714
H -2.876 -4.305 3.307
H -3.680 -5.091 4.676
H -4.585 -3.953 3.638
H -4.892 -3.501 6.034
H -4.141 -1.922 6.295
H -3.703 -3.358 8.207
H -2.183 -2.989 7.379
H -0.887 -5.086 7.511
H -1.340 -4.659 5.836
H -1.617 -6.302 6.444
*
```

***

A cluster of 3 separate species, C15H31N4O6P in total. Source: the Open Molecules 2025 dataset; level of theory: the ωB97M-V functional and the def2-TZVPD basis.

The calculation puts the LUMO energy at -0.4 eV. Its HOMO energy is -8.131 eV.

```
! RIJCOSX wB97M-V def2-TZVPD def2/J DEFGRID3
* xyz 0 1
C 0.700 1.970 4.117
C -0.247 1.855 3.055
C 0.124 2.083 1.525
O 1.321 1.926 1.194
O -0.786 2.491 0.523
C -2.017 1.709 0.560
C -1.828 0.252 -0.085
C -3.095 -0.718 0.083
C -3.568 -0.954 1.592
C -2.530 -1.751 2.515
C -1.856 -3.033 1.834
P -0.116 -3.191 2.642
C 0.846 -1.742 1.818
C 2.254 -1.475 2.535
C 3.509 -2.015 1.708
C 3.735 -1.305 0.305
O 2.837 -0.856 -0.436
O 5.090 -1.119 -0.167
H 0.324 2.448 5.091
H 1.763 1.584 4.044
H -1.318 1.604 3.341
H -2.752 2.265 -0.135
H -2.493 1.704 1.593
H -0.829 -0.226 0.238
H -1.707 0.430 -1.219
H -2.890 -1.688 -0.498
H -3.981 -0.224 -0.465
H -3.742 0.064 2.106
H -4.606 -1.455 1.575
H -1.718 -1.082 2.980
H -3.131 -2.148 3.418
H -1.658 -2.940 0.717
H -2.384 -4.021 2.052
H 0.486 -4.450 2.310
H 0.916 -2.018 0.716
H 0.201 -0.809 2.003
H 2.222 -2.027 3.547
H 2.300 -0.364 2.792
H 4.443 -1.793 2.344
H 3.455 -3.162 1.623
H 5.250 -1.915 -0.731
C 3.912 1.843 -4.085
O 3.799 2.674 -4.976
N 3.698 2.136 -2.780
N 4.260 0.554 -4.327
H 3.786 1.467 -2.035
H 3.437 3.082 -2.559
H 4.427 0.296 -5.285
H 4.357 -0.142 -3.610
C -3.063 1.353 -4.085
O -3.151 0.363 -3.373
N -2.457 2.496 -3.677
N -3.563 1.394 -5.346
H -2.374 3.319 -4.246
H -2.072 2.505 -2.746
H -4.020 0.564 -5.685
H -3.501 2.195 -5.946
*
```